C15H12ClN3 | ωB97M-V with the def2-TZVPD basis set

```
31
Properties=species:S:1:pos:R:3:forces:R:3
Cl -1.64961 -3.76995 -1.66030 0.2 -0.1 0.1
C -0.38416 -3.00178 -0.74635 0.1 0.5 0.5
C 0.22786 -3.65715 0.31367 0.4 0.2 0.4
C 1.18798 -2.97366 1.08711 -0.5 0.2 -0.4
C 1.48923 -1.63018 0.80207 0.1 -0.7 -0.5
C 0.87478 -0.97584 -0.27441 -0.3 -0.6 0.2
C 1.21283 0.44661 -0.56444 -0.2 1.1 -0.5
C 2.55037 0.80553 -0.99416 -1.4 1.1 0.6
C 2.88235 2.11696 -1.32256 -2.2 -0.6 0.3
N 1.87347 3.09893 -1.35960 1.4 -0.7 0.9
C 0.61273 2.80645 -0.85058 0.2 0.5 0.0
N -0.39818 3.61783 -0.66985 0.7 1.1 -0.8
N -1.47964 2.88448 -0.23406 0.9 -0.5 0.1
C -1.11474 1.63472 -0.10719 -0.7 -1.3 0.9
C -2.10698 0.56736 0.32901 -0.3 0.6 0.1
C -2.06101 -0.15356 1.68684 -0.8 0.6 -1.2
C -3.11092 0.91858 1.40691 0.6 0.3 0.3
C 0.27996 1.47878 -0.46411 0.1 -1.5 -0.4
C -0.07912 -1.67780 -1.03239 0.2 0.2 0.3
H -0.05696 -4.68224 0.53373 0.1 0.2 0.0
H 1.67167 -3.48689 1.92742 -0.2 0.3 -0.4
H 2.26476 -1.10829 1.35118 -0.2 0.0 0.2
H 3.26346 0.01752 -0.95599 0.7 -0.2 -0.3
H 3.91017 2.33109 -1.57677 -0.2 0.6 -0.2
H 2.12958 4.08692 -1.46986 -0.2 -0.7 -0.1
H -2.58800 0.11920 -0.53207 0.3 -0.7 0.1
H -1.26839 0.08824 2.35892 0.5 0.1 0.2
H -2.40127 -1.18667 1.73111 0.1 0.2 -0.1
H -2.96107 1.94117 1.79978 -0.3 -0.9 0.1
H -4.14187 0.56213 1.32204 0.4 0.3 -0.2
H -0.62929 -1.21851 -1.83511 0.1 0.3 -0.2
```
Forces are in eV/Å.

Computed properties:
SMILES: Clc1cccc(-c2cc[nH]c3nnc(C4CC4)c2-3)c1
E_tot in a.u.: -1203.1968
HOMO energy in eV: -8.3132
Spin multiplicity: 1
Maximum force in eV/Å: 2.28
Orbital gap in Ha: 0.28515

Atom charges from the Löwdin analysis, given in e for atoms 1 to 6:
1. Cl 0.67
2. C -0.66
3. C -0.10
4. C -0.06
5. C -0.03
6. C -0.17

C15H12F6N11OPPt | ωB97M-V with the def2-TZVPD basis set

```
47
Properties=species:S:1:pos:R:3:forces:R:3
Pt -0.10935 -0.76972 -0.07659 0.4 -1.1 0.2
N -0.16965 -3.35028 2.27295 0.0 -0.2 -0.1
C 0.16562 -2.10566 2.72837 0.0 0.6 0.1
N 0.40223 -1.83523 4.00437 0.0 -0.3 0.1
N 0.65380 -0.51558 4.02968 0.0 0.0 0.0
N 0.57068 -0.02362 2.84417 0.1 0.0 0.1
N 0.25674 -1.00560 1.97825 -0.4 -0.1 0.2
C -0.47823 -3.66719 0.97621 -0.1 0.1 -0.5
N -0.85252 -4.87936 0.59840 0.1 0.0 0.3
N -1.08575 -4.76665 -0.72044 0.0 0.0 -0.1
N -0.86811 -3.56521 -1.11851 0.0 -0.1 -0.2
N -0.47443 -2.82517 -0.06416 0.2 0.9 0.3
H -0.21184 -4.09662 2.94196 0.0 0.0 0.0
F 2.73649 -0.54316 -0.37262 0.5 0.2 0.0
P 4.23030 -0.22589 -0.92846 -0.1 -0.3 -0.3
F 4.19063 -1.54916 -1.85291 0.0 0.0 0.1
F 5.72374 0.12085 -1.48442 -0.1 0.0 0.1
F 3.58294 0.64467 -2.13842 0.0 0.1 0.0
F 4.28507 1.12649 -0.01369 0.1 0.1 0.1
F 4.87094 -1.07038 0.28782 0.1 0.0 0.0
C -0.07520 -0.72914 -2.17471 -0.2 0.1 1.0
C -1.42793 -0.23957 -2.28824 -0.7 0.3 -0.9
C -1.71470 1.14114 -2.45526 0.2 -0.2 0.0
C -2.99796 1.60373 -2.59576 -0.3 -0.1 0.1
C -4.08850 0.71759 -2.59306 0.6 -0.2 0.1
C -3.82583 -0.65899 -2.45016 -0.2 0.2 0.0
C -2.54324 -1.12244 -2.31531 0.2 0.1 0.0
C -5.40644 1.20113 -2.75616 -0.6 0.2 -0.1
N -6.48237 1.59868 -2.90375 0.1 0.0 0.0
H 0.71163 -0.03274 -2.45411 0.0 0.0 -0.1
H 0.08744 -1.74287 -2.52383 0.0 0.0 0.0
H -0.88418 1.83377 -2.48213 0.0 0.0 0.0
H -3.18980 2.66408 -2.71510 0.0 0.0 0.0
H -4.65939 -1.35157 -2.45333 0.0 0.0 0.0
H -2.35100 -2.18143 -2.21547 0.0 0.0 0.0
O 0.01445 1.37113 -0.12040 -0.3 -0.7 -0.7
N 0.48078 2.01852 0.91226 0.4 0.5 0.9
C -0.35026 2.38899 1.90320 -0.1 -0.1 -0.3
C 0.11026 3.10001 2.98161 0.2 0.3 0.2
C 1.45553 3.42756 3.07226 -0.1 -0.3 -0.4
C 2.29506 3.01519 2.04558 0.1 0.3 0.5
C 1.79099 2.31495 0.97855 -0.2 -0.3 -0.4
H -1.37108 2.06164 1.78159 0.0 0.0 -0.1
H -0.58384 3.37638 3.76239 0.0 -0.1 0.0
H 1.84198 3.96705 3.92488 0.0 0.0 0.0
H 3.35468 3.22320 2.08083 0.0 -0.1 -0.1
H 2.38961 1.93648 0.16168 0.0 0.0 0.1
```
Forces are in eV/Å.

Computed properties:
E_tot in a.u.: -2316.5034
HOMO energy in eV: -2.1567
Spin multiplicity: 1
Charge: -2
Maximum force in eV/Å: 1.19
Orbital gap in Ha: 0.23774

Atom charges from the Löwdin analysis, given in e for atoms 1 to 6:
1. Pt 1.06
2. N 0.13
3. C -0.48
4. N 0.00
5. N -0.10
6. N -0.08

C15H12MnN3OSSe2 | ωB97M-V with the def2-TZVPD basis set

```
35
Properties=species:S:1:pos:R:3:forces:R:3
Mn -0.37694 0.35150 -0.13443 -0.1 -0.1 0.5
Se 2.43559 -2.59276 0.88327 0.0 -0.1 0.1
Se 3.89735 -1.99333 -2.19317 0.1 0.0 0.0
C 2.07886 -2.34264 -2.27135 -0.1 0.0 -0.2
C 1.49436 -2.21432 -3.49497 0.1 0.1 0.0
C 0.05155 -2.16020 -3.94011 -0.1 -0.1 -0.1
C -0.93465 -2.81074 -3.00430 0.0 0.1 0.1
C -1.46946 -1.91691 -2.18578 0.1 -0.2 0.0
N 0.19653 -0.05925 -1.73656 -0.1 -0.2 -0.5
C 2.09302 -0.85182 1.62254 0.0 0.1 0.0
C 2.98036 -0.51224 2.64996 -0.1 0.0 -0.1
C 2.81789 0.67027 3.33417 0.0 0.1 0.1
C 1.77209 1.52870 2.99426 0.0 -0.1 -0.1
C 0.95139 1.13187 1.97065 0.2 0.1 0.3
N 1.09782 -0.02876 1.29628 -0.3 0.1 -0.2
H 2.19671 -2.03670 -4.30200 0.0 0.0 0.0
H 0.00812 -2.57587 -4.94955 0.0 0.0 0.0
H -1.10286 -3.87780 -2.96652 0.0 0.0 0.0
H -2.15698 -2.11745 -1.37474 0.0 0.1 0.0
H 3.79383 -1.17939 2.90247 0.0 0.0 0.0
H 3.50481 0.92837 4.12882 0.0 0.0 0.0
H 1.60662 2.46720 3.50074 0.0 0.0 0.0
H 0.11606 1.76893 1.66778 0.1 0.1 0.1
O -2.14405 0.76988 -0.98158 0.1 -0.1 -0.1
N -2.03976 0.42737 -2.26991 -0.2 0.1 0.1
C -2.85114 0.79301 -3.18642 0.1 -0.1 0.0
C -2.66057 0.28838 -4.54431 0.0 0.0 0.1
C -1.57560 -0.40827 -4.88879 0.0 0.0 -0.1
C -0.44239 -0.68148 -3.94462 -0.2 0.0 0.0
C -0.90319 -0.53367 -2.48663 0.2 0.3 -0.2
S 1.13494 -2.82955 -0.81937 0.0 0.0 0.2
H -3.65838 1.45499 -2.90224 0.0 0.0 0.0
H -3.43469 0.52045 -5.26068 0.0 0.0 0.0
H -1.46847 -0.74226 -5.91477 0.0 0.0 0.0
H 0.37528 0.01094 -4.16390 0.0 0.0 0.0
```
Forces are in eV/Å.

Computed properties:
E_tot in a.u.: -7169.9374
HOMO energy (alpha / beta) in eV: -11.0880 / -10.9104
Expectation value of S²: 9.1580
Spin multiplicity: 6
Charge: +1
Maximum force in eV/Å: 0.55
Orbital gap (alpha / beta) in Ha: 0.27766 / 0.23840

Atom charges from the Löwdin analysis, given in e for atoms 1 to 6:
1. Mn 0.95
2. Se 0.74
3. Se 0.78
4. C -1.06
5. C -0.18
6. C -0.23

C15H12MoN13S | ωB97M-V with the def2-TZVPD basis set

```
42
Properties=species:S:1:pos:R:3:forces:R:3
Mo -0.48982 -0.13821 0.33996 0.4 -0.2 1.0
N -0.32200 -3.61174 -0.48044 -0.1 -0.1 0.0
C 0.86830 -2.88979 -0.44034 0.0 0.1 0.0
N 2.05202 -3.38650 -0.62208 0.0 0.0 0.0
N 2.90098 -2.35661 -0.36753 0.1 0.1 0.0
N 2.27283 -1.29701 -0.04445 0.1 0.0 0.1
N 0.93723 -1.57338 -0.08639 0.0 -0.2 0.0
C -1.43704 -2.92424 -0.15339 0.0 0.1 0.0
N -2.43761 -3.23182 0.68053 0.0 0.0 0.0
N -3.01727 -2.08655 0.99292 0.0 0.0 0.0
N -2.47706 -1.10293 0.31920 0.1 0.1 -0.2
N -1.51942 -1.63124 -0.49191 0.0 0.0 -0.1
H -0.26908 -4.61022 -0.32949 0.0 0.0 0.0
S 0.35232 -0.16986 2.49242 0.1 -0.1 -0.8
C 0.08364 1.50614 2.34501 -0.8 -0.1 0.9
N 0.51500 2.41851 3.16101 1.3 -0.9 -0.6
N 0.17314 3.63886 2.86438 0.7 1.8 0.3
C 1.12973 4.71157 2.86518 -0.8 -0.8 0.6
C 2.48689 4.45528 2.92737 0.5 0.0 0.0
C 3.37989 5.52699 2.87758 0.0 -0.9 0.1
C 2.91762 6.81608 2.76854 0.2 0.5 0.0
C 1.56266 7.06385 2.70982 -0.8 -0.2 0.0
C 0.65749 6.00775 2.76023 -0.2 0.6 -0.1
N -0.71205 1.69186 1.20179 0.2 0.3 0.2
N -0.00707 1.64863 -0.01260 -0.8 -0.6 -0.5
C -0.36431 2.54517 -1.05854 0.1 0.2 -0.1
C -0.83488 2.03028 -2.26061 0.1 -0.1 0.1
C -1.13888 2.89875 -3.29106 0.0 0.1 -0.1
C -0.97410 4.26942 -3.11786 0.0 -0.1 0.0
C -0.49829 4.76958 -1.91272 -0.1 0.0 -0.1
C -0.18578 3.90868 -0.87474 0.0 -0.1 0.1
H -0.80901 3.85001 2.83320 -0.4 0.1 -0.8
H 2.83327 3.43550 3.01814 0.1 0.0 0.0
H 4.44428 5.34071 2.92552 0.0 -0.1 0.0
H 3.61795 7.63837 2.73145 0.0 0.0 0.0
H 1.20228 8.08059 2.63136 -0.1 0.0 0.0
H -0.41180 6.18622 2.71984 0.0 0.1 0.0
H -0.96540 0.95885 -2.40008 0.0 0.0 0.0
H -1.51127 2.50735 -4.22738 0.0 0.0 0.0
H -1.21689 4.94691 -3.92458 0.0 0.0 0.0
H -0.36273 5.83399 -1.78354 0.0 0.0 0.0
H 0.20774 4.28617 0.06170 0.0 0.0 0.0
```
Forces are in eV/Å.

Computed properties:
E_tot in a.u.: -1756.5531
HOMO energy (alpha / beta) in eV: -11.3923 / -11.3944
Spin multiplicity: 1
Charge: +1
Maximum force in eV/Å: 1.99
Orbital gap (alpha / beta) in Ha: 0.16097 / 0.16113

Atom charges from the Löwdin analysis, given in e for atoms 1 to 6:
1. Mo 1.53
2. N 0.19
3. C -0.42
4. N 0.09
5. N -0.02
6. N -0.05